Entry from the Open Molecules 2025 dataset: the molecule C23H30N4O4 (wB97M-V/def2-TZVPD).

Geometry as XYZ:
```
61
Properties=species:S:1:pos:R:3:forces:R:3:lowdin_charge:R:1
C 1.90047 4.38812 0.64455 0.01 0.20 -0.16 -0.0897
H 1.13403 5.13706 0.87094 0.03 -0.04 -0.02 0.0946
O 1.81318 3.28029 1.50582 -0.14 -0.32 0.18 -0.0761
C 0.67613 2.53180 1.49411 -0.01 -0.23 0.19 -0.2629
C -0.43833 2.79144 0.70115 0.01 0.22 -0.15 0.0147
C -1.54649 1.96040 0.77819 0.18 0.06 0.15 -0.2137
C -1.55372 0.86591 1.63029 -0.11 -0.16 0.07 0.0240
C -0.43634 0.59282 2.41341 0.17 0.21 -0.04 -0.2681
C 0.67151 1.43217 2.34185 0.03 0.03 0.01 0.0672
H 1.53894 1.22857 2.94731 0.14 -0.05 0.10 0.1327
O -0.32959 -0.45066 3.27238 0.21 0.38 -0.04 -0.0930
C -1.34352 -1.43590 3.26781 -0.21 -0.25 -0.08 -0.0707
H -2.30459 -1.02098 3.58603 0.03 0.01 0.02 0.0938
H -1.02051 -2.18556 3.98792 -0.06 0.02 -0.02 0.0960
H -1.44027 -1.89761 2.28134 -0.02 0.06 0.08 0.0688
H -2.42539 0.23510 1.65189 -0.10 -0.15 0.02 0.1150
C -2.75275 2.23722 -0.08531 -0.05 0.08 -0.04 -0.1303
N -3.27988 1.00533 -0.64981 0.01 0.10 0.10 -0.1360
C -4.52985 1.14305 -1.35665 -0.10 0.15 -0.25 -0.1556
C -4.37025 1.88327 -2.69085 -0.19 0.09 0.45 -0.1532
N -3.28749 1.28250 -3.43750 -0.22 0.19 -0.36 0.1006
C -2.28474 0.55325 -2.92341 0.08 0.13 0.17 -0.4350
O -1.39767 0.10122 -3.63275 0.26 -0.17 -0.14 0.0464
C -2.30977 0.26054 -1.42838 0.00 -0.21 0.06 -0.2127
C -2.50726 -1.26348 -1.22774 0.13 -0.06 0.07 -0.0154
C -1.19408 -1.92448 -0.82841 -0.42 0.15 -0.46 -0.4901
O -1.07120 -2.56269 0.20213 0.08 -0.22 0.39 0.0426
N -0.20243 -1.72603 -1.71041 0.27 0.03 -0.32 0.0806
C 1.15960 -2.08480 -1.39530 0.05 0.04 0.33 -0.1486
H 1.71006 -2.25538 -2.32105 -0.01 -0.04 0.05 0.1286
H 1.13124 -3.01383 -0.82008 0.08 0.04 -0.12 0.1192
C 1.85029 -0.98450 -0.56786 -0.03 -0.27 -0.02 -0.1058
C 3.16244 -1.48590 -0.04028 -0.17 0.05 0.18 -0.2565
N 4.21797 -1.22989 -0.79952 -0.05 0.23 -0.40 0.1080
C 5.40633 -1.66871 -0.42490 0.31 -0.15 0.13 -0.1549
C 5.60770 -2.39570 0.73530 -0.04 0.03 -0.01 -0.0691
C 4.50589 -2.66430 1.53087 -0.04 0.08 -0.16 -0.0339
C 3.24684 -2.21194 1.15558 0.31 -0.07 -0.03 -0.2011
C 2.05509 -2.47369 2.01999 -0.03 0.07 0.00 -0.0249
H 1.20287 -2.82702 1.44430 -0.14 -0.03 -0.01 0.0685
H 1.74857 -1.55724 2.52406 -0.11 0.01 0.06 0.0761
H 2.29531 -3.21413 2.77995 -0.01 -0.04 0.06 0.0830
H 4.62161 -3.22800 2.44692 -0.02 -0.04 0.07 0.1101
H 6.59253 -2.74073 1.01086 0.09 -0.01 0.00 0.0964
H 6.22553 -1.42307 -1.08849 0.13 -0.03 0.01 0.0994
H 2.03213 -0.11800 -1.20448 0.00 0.03 0.07 0.1190
H 1.19566 -0.69340 0.25469 -0.10 0.02 0.00 0.1006
H -0.37725 -1.13409 -2.51885 -0.11 -0.04 0.06 0.1092
H -3.23007 -1.42461 -0.42819 0.10 0.01 -0.04 0.1261
H -2.87824 -1.73433 -2.14001 0.00 -0.05 0.00 0.1312
H -1.31761 0.52505 -1.04583 -0.13 -0.05 -0.20 0.1504
H -3.23296 1.47132 -4.42961 0.14 -0.11 0.11 0.1536
H -4.16102 2.94626 -2.51270 -0.10 -0.09 -0.02 0.1127
H -5.29092 1.81300 -3.27643 0.06 0.02 0.07 0.1217
H -4.91057 0.13626 -1.55097 -0.10 0.03 -0.01 0.1272
H -5.24712 1.66971 -0.72439 -0.02 -0.05 -0.04 0.1257
H -2.47890 2.97775 -0.85564 0.00 0.03 0.09 0.1239
H -3.54674 2.67275 0.53162 0.02 0.05 -0.10 0.1368
H -0.45650 3.63200 0.02524 0.02 0.08 -0.09 0.1040
H 1.81949 4.08940 -0.40572 -0.01 0.01 0.04 0.0959
H 2.88509 4.81911 0.81869 -0.08 0.01 -0.05 0.0933
```
Forces are in eV/Å.

HOMO energy	-8.43	eV
gap between HOMO and LUMO	8.94	eV
net charge	0
E_LUMO	0.5	eV
ΔE to the lowest compared entry with this formula, charge and spin	16.0	kcal/mol

=====

Entry from the Open Molecules 2025 dataset: the molecule C23H30N4O5S (wB97M-V/def2-TZVPD).

Geometry as XYZ:
```
63
Properties=species:S:1:pos:R:3:forces:R:3:lowdin_charge:R:1
C 2.37337 4.81303 -1.35094 0.05 -0.21 0.36 -0.0637
C 2.63450 4.69425 0.14455 0.26 0.37 -0.30 -0.2118
H 2.03799 5.41697 0.70587 0.11 -0.08 -0.04 0.1239
H 3.69826 4.85488 0.34591 -0.18 0.03 0.04 0.1249
O 2.25164 3.42435 0.67516 -0.11 -0.31 0.05 -0.0288
C 3.13143 2.41132 0.46577 -0.12 -0.07 0.20 -0.5637
O 4.12758 2.51185 -0.21263 0.33 0.25 -0.31 0.0870
N 2.75540 1.28538 1.10663 -0.07 0.06 0.02 -0.0222
C 1.54791 1.20860 1.90614 -0.36 0.15 0.33 -0.1284
H 0.66527 1.20665 1.25303 0.02 0.01 0.14 0.1042
C 1.56884 -0.05035 2.76282 0.03 -0.02 -0.17 -0.1028
H 2.42144 -0.01231 3.44059 0.03 0.03 0.07 0.1205
H 0.66357 -0.09163 3.36928 0.04 0.00 0.03 0.1253
C 1.65609 -1.32089 1.90235 0.07 -0.07 0.22 -0.2824
N 0.34748 -1.71486 1.42780 0.17 0.32 -0.12 0.1081
C -0.27144 -2.85491 1.81264 -0.58 -0.02 -0.26 -0.4614
O 0.20855 -3.62121 2.61888 0.18 -0.40 0.36 0.0728
C -1.61785 -3.09722 1.13403 0.17 0.04 0.01 -0.2202
C -2.60766 -1.96067 1.41690 -0.13 -0.27 -0.06 -0.1186
H -2.19664 -1.00105 1.09473 -0.02 0.00 0.08 0.0969
C -3.91287 -2.21691 0.66091 -0.05 0.41 0.61 -0.1795
N -3.68388 -2.37571 -0.75152 -0.17 0.84 -0.68 -0.2317
S -3.83095 -1.02595 -1.69825 -0.33 -0.23 -0.01 0.6799
O -5.06483 -0.40412 -1.30803 0.16 0.09 0.27 -0.2924
O -3.66275 -1.42032 -3.06026 0.25 -0.03 0.10 -0.2677
C -2.54569 0.17232 -1.24576 -0.72 -0.24 -0.10 -0.1842
C -2.93129 1.23688 -0.47974 -0.15 -0.17 -0.05 -0.0479
C -2.02306 2.25441 -0.14791 0.30 0.08 -0.05 -0.0417
C -0.74230 2.21456 -0.62800 -0.24 0.12 0.05 -0.0281
C -0.31903 1.14231 -1.44074 -0.28 -0.39 -0.10 -0.1420
C 0.98047 1.05729 -1.98617 0.03 -0.24 -0.14 -0.0008
C 1.31388 -0.02086 -2.76033 0.01 0.31 0.16 -0.0380
C 0.35313 -1.03115 -2.95172 0.02 0.00 0.04 -0.1093
N -0.85148 -0.99141 -2.45564 -0.11 -0.34 -0.37 0.1100
C -1.22735 0.08247 -1.73800 0.59 0.49 0.15 -0.2152
H 0.59388 -1.91834 -3.52240 0.11 -0.07 -0.09 0.1170
H 2.29370 -0.11329 -3.20139 0.10 -0.01 -0.03 0.1103
H 1.69346 1.84200 -1.78104 0.11 0.11 -0.01 0.1073
H -0.03710 2.99902 -0.39537 0.07 0.06 0.05 0.1004
H -2.35025 3.07571 0.47087 -0.02 0.08 0.05 0.1118
H -3.95778 1.28389 -0.15204 -0.10 0.06 0.05 0.1141
C -2.75570 -3.41768 -1.10751 0.63 -0.23 -0.37 -0.1759
H -3.22462 -4.37960 -0.87092 -0.02 0.06 -0.05 0.1325
C -1.41803 -3.28909 -0.37491 -0.28 -0.08 0.09 -0.1204
H -0.82373 -4.18671 -0.55219 0.07 -0.01 -0.03 0.1307
H -0.87865 -2.44263 -0.79755 -0.02 -0.14 0.06 0.0780
H -2.60790 -3.34435 -2.18484 0.06 -0.25 0.04 0.1128
H -4.38641 -3.13039 1.03724 -0.04 0.06 -0.04 0.1350
H -4.61173 -1.38811 0.77658 -0.04 -0.15 0.22 0.1154
H -2.80667 -1.90253 2.48835 0.02 0.06 0.03 0.1290
H -2.02065 -4.02234 1.55907 0.11 0.06 0.05 0.1527
H -0.09442 -1.11258 0.75195 -0.08 -0.07 -0.07 0.1216
C 2.60814 -1.10989 0.70993 0.10 0.12 0.19 -0.0912
H 3.19873 -2.00724 0.53053 -0.02 -0.06 -0.06 0.1224
C 3.53589 0.07612 0.94287 0.24 -0.24 -0.31 -0.1273
H 4.19674 0.23251 0.08777 -0.04 -0.07 0.18 0.1257
H 4.15941 -0.09616 1.82742 0.05 0.01 -0.08 0.1325
H 2.01794 -0.91645 -0.18940 0.03 -0.01 -0.02 0.0990
H 1.99306 -2.15176 2.53008 -0.02 0.16 -0.12 0.1461
H 1.48572 2.09910 2.53845 -0.10 -0.13 -0.08 0.1315
H 2.63100 5.81580 -1.67952 0.00 0.13 -0.07 0.0792
H 1.32577 4.62819 -1.57954 -0.11 0.03 -0.05 0.0674
H 2.99243 4.10085 -1.89086 0.02 -0.01 -0.06 0.0713
```
Forces are in eV/Å.

HOMO energy	-9.15	eV
gap between HOMO and LUMO	8.57	eV
net charge	0
E_LUMO	-0.6	eV
ΔE to the lowest compared entry with this formula, charge and spin	22.2	kcal/mol

=====

Entry from the Open Molecules 2025 dataset: a structure of composition C23H30NO8Ru (wB97M-V/def2-TZVPD).

Geometry as XYZ:
```
63
Properties=species:S:1:pos:R:3:forces:R:3:lowdin_spin:R:1
C 1.78536 1.85147 -2.76936 1.24 0.48 -0.71 0.0531
C 1.79669 0.87615 -1.57891 -0.31 0.41 0.00 0.0090
C 0.36913 1.76537 -3.35627 -0.27 -0.01 0.32 0.0161
C -0.01677 0.29588 -3.15161 -0.19 -1.01 0.51 0.0061
H 0.39380 2.06962 -4.41120 -0.06 -0.12 0.32 0.0007
H -0.29989 2.43027 -2.78519 0.26 -0.13 -0.25 0.0007
C 0.99649 -0.31561 -2.11303 0.04 0.13 -0.47 0.0071
H 1.27036 1.35129 -0.73297 0.23 -0.18 -0.15 0.0010
H 2.81863 0.60459 -1.27413 -0.40 0.20 -0.06 0.0039
C 0.14037 -1.08746 -1.10568 -0.33 -0.11 0.30 0.0033
H 1.68728 -1.00213 -2.63176 -0.27 0.22 0.16 0.0058
H 0.09413 -0.24484 -4.10829 -0.23 0.12 0.36 0.0051
C -1.41313 -0.05185 -2.50497 0.38 0.26 -0.35 0.0003
C 2.12663 3.29076 -2.39058 -0.72 -1.53 1.30 0.0771
C 2.82696 1.44379 -3.84736 -1.07 0.06 3.17 0.2669
O 2.60924 1.56801 -5.03421 0.09 0.23 -2.73 0.2129
O 2.05316 3.71536 -1.23790 0.35 0.33 -0.51 0.0676
O 2.52656 4.03194 -3.43140 -0.02 1.20 -0.26 0.0463
O 3.96917 0.92216 -3.30851 0.93 -0.44 0.16 0.0668
C 5.14831 1.72359 -3.07297 -0.40 -0.19 -0.25 0.0873
H 5.38709 1.62325 -2.00293 0.10 0.17 -0.28 0.0138
H 4.99789 2.78812 -3.33567 -0.04 -0.44 0.09 0.0117
H 5.94763 1.28974 -3.68978 0.09 0.26 0.19 0.0161
C 2.85239 5.37300 -3.08353 -0.01 -0.13 0.00 0.0084
H 2.05233 5.84181 -2.49763 0.17 -0.11 -0.12 0.0001
H 2.99879 5.89788 -4.02676 0.03 -0.01 0.05 0.0006
H 3.77324 5.38755 -2.48701 -0.09 0.09 -0.07 0.0093
O -1.19689 -1.20881 -1.64902 0.73 0.62 -0.70 0.0021
H 0.07994 -0.57742 -0.11850 0.11 -0.18 -0.46 0.0021
H 0.53165 -2.10354 -0.93985 -0.31 0.29 -0.01 0.0006
C -2.41892 -0.42027 -3.59195 -0.12 -0.10 0.18 0.0011
C -1.97211 1.08468 -1.63869 -0.16 -0.14 0.17 0.0003
H -2.30656 1.93422 -2.25173 0.17 -0.18 0.19 0.0002
H -1.23481 1.43291 -0.89985 -0.18 -0.02 -0.26 0.0000
H -2.84153 0.70170 -1.08547 0.19 0.06 -0.12 0.0001
H -3.40053 -0.61375 -3.14268 0.08 -0.05 -0.13 0.0000
H -2.09174 -1.31246 -4.14188 -0.04 0.20 0.17 0.0009
H -2.51946 0.41287 -4.30311 0.05 -0.19 0.19 0.0003
Ru -1.20087 -1.77498 3.26689 -2.19 0.10 -3.36 2.6601
C -1.77993 -4.18970 3.36490 0.94 -0.48 -0.75 0.1341
C -1.41669 -3.86282 2.02513 0.12 -0.75 0.93 0.1300
C -0.12110 -3.23192 2.05348 0.67 -0.31 0.38 0.0829
H -2.02360 -4.09880 1.15256 0.31 0.20 0.17 0.0113
C 0.32271 -3.12440 3.44900 -0.39 -2.29 -0.55 0.0383
C -0.76568 -3.69545 4.25197 1.39 -1.51 -0.61 0.1067
H -0.71838 -3.87680 5.31857 -0.14 0.26 -0.27 0.0082
H -2.65930 -4.76545 3.64548 0.21 0.43 -0.04 0.0065
H 0.46962 -2.92819 1.19255 -0.25 -0.02 0.21 0.0141
H 1.25744 -2.74684 3.82265 0.22 -0.11 -0.08 0.0065
C -2.90237 0.07060 4.04135 0.16 -0.08 0.82 0.1546
C -2.40731 -0.67692 5.16601 1.51 2.10 -0.03 0.2501
C -0.94722 -0.77311 5.02896 -0.86 2.65 1.95 0.0331
H -2.92707 -0.92050 6.07374 -0.18 -0.25 -0.17 0.0109
C -0.56781 0.10990 3.92464 -0.29 0.86 0.27 0.0273
C -1.80319 0.54211 3.27761 0.62 0.41 0.71 0.1794
H -1.84797 1.16829 2.37461 0.01 -0.50 0.47 0.0159
H -3.96029 0.19693 3.82027 0.35 0.05 -0.02 0.0071
H -0.27806 -1.15392 5.80520 -0.31 0.19 -0.35 0.0052
H 0.45158 0.41466 3.65165 -0.59 -0.19 0.12 0.0132
O -2.47471 -3.36952 6.58369 -0.25 0.07 -0.09 0.0034
N -3.41415 -3.38101 5.77455 -0.85 0.83 -1.42 0.0089
O -4.45129 -4.04820 5.97528 0.60 0.18 0.01 0.0161
O -3.35524 -2.65378 4.69163 -0.82 -1.87 1.76 0.0713
```
Forces are in eV/Å.

2S+1	6
HOMO energy (spin up / spin down)	1.80 / -2.63	eV
gap between HOMO and LUMO (spin up / spin down)	2.73 / 6.92	eV
net charge	-2
E_LUMO (spin up / spin down)	4.5 / 4.3	eV

=====

Entry from the Open Molecules 2025 dataset: a structure of composition C23H31AlN4O4PS3 (wB97M-V/def2-TZVPD).

Geometry as XYZ:
```
67
Properties=species:S:1:pos:R:3:forces:R:3:lowdin_charge:R:1
Al -0.23203 -1.15981 -0.09238 -1.09 2.24 -1.68 -0.2335
C -2.21965 2.93886 0.33026 -0.41 -0.70 0.95 -0.0107
C -1.88213 1.60190 -0.26355 2.00 -0.47 -0.39 -0.1900
N -0.75205 0.96173 0.08100 -0.83 -1.20 -0.81 -0.0349
N 0.28894 1.67782 0.58560 -0.14 1.89 0.67 -0.0520
C 1.47765 1.28816 0.32683 -0.58 -0.31 -0.01 -1.0099
S 1.85103 -0.24919 -0.44702 -0.30 -0.90 0.13 0.7213
S 2.83847 2.32482 0.80639 -0.96 -0.29 1.10 0.8891
C 3.71883 2.46251 -0.73719 0.60 0.04 0.36 -0.4606
C 3.01114 3.30166 -1.74304 -0.51 -0.26 -1.11 -0.2897
C 2.52450 2.76219 -2.95998 0.53 0.89 1.57 -0.0443
C 1.87740 3.54967 -3.86180 -0.62 0.61 -0.78 -0.0835
C 1.69045 4.91163 -3.60216 0.77 -0.74 -0.62 -0.0913
C 2.12016 5.44610 -2.41070 -0.30 0.58 0.52 -0.0775
C 2.78258 4.63970 -1.48010 -0.34 0.44 -0.28 -0.0571
C -2.65386 1.02571 -1.35591 -0.55 -1.17 -1.10 -0.0745
C -3.58621 1.78113 -2.11240 0.57 0.21 0.27 -0.0136
C -4.12622 1.35400 -3.31502 0.15 0.91 1.75 -0.1009
C -3.80959 0.13658 -3.82480 0.50 -0.93 -0.33 -0.0832
C -2.81416 -0.61698 -3.22021 -0.61 -1.14 -0.13 0.0121
C -2.32369 -0.26749 -1.92854 -1.05 2.04 -1.46 -0.2933
O -1.55774 -1.10136 -1.34679 2.22 -1.95 1.86 -0.0727
H -1.46804 3.10623 1.10820 -0.08 0.50 -0.40 0.0689
H -2.34274 3.78957 -0.36155 0.12 -0.55 0.35 0.0995
H -3.16940 2.72855 0.89052 0.44 0.52 -0.65 0.1101
H 4.59365 2.99812 -0.34840 0.21 -0.25 -0.43 0.0834
H 3.99698 1.44779 -1.02463 0.12 0.28 -0.44 0.0601
H 2.72923 1.76776 -3.20889 0.18 -1.52 -0.14 0.0911
H 1.50187 3.11997 -4.79833 0.33 0.22 0.33 0.1137
H 1.45899 5.53038 -4.44611 -0.85 0.42 0.01 0.1001
H 1.86958 6.50026 -2.19439 0.58 -0.62 -0.07 0.1158
H 3.13771 5.09028 -0.56604 0.00 -0.04 0.22 0.1090
H -3.81624 2.78036 -1.78554 -0.17 0.19 0.17 0.1033
H -4.80105 1.96891 -3.83976 -0.77 0.72 -0.35 0.0953
H -4.40729 -0.16556 -4.68287 0.70 -0.36 -0.12 0.1183
H -2.52698 -1.58745 -3.71934 -0.16 1.10 0.98 0.1305
C -0.23410 -5.76739 1.89688 -0.35 -0.82 0.83 -0.1453
O -0.08814 -5.22308 0.57907 1.28 1.37 0.35 -0.3508
P 1.01941 -3.97669 0.29155 -0.70 -1.53 1.52 0.8996
O 0.01853 -3.01314 -0.61385 0.14 0.40 0.03 -0.4281
C -0.59356 -3.69591 -1.76409 -0.49 -0.07 -0.01 0.0067
O 1.81278 -4.63190 -0.92172 0.36 0.14 -0.27 -0.3378
C 3.04476 -5.33044 -0.67925 0.19 -0.19 0.53 -0.0888
H 0.60166 -5.63968 2.62240 -0.17 0.41 -0.87 0.0840
H -0.31993 -6.85803 1.76362 -0.12 0.43 0.05 0.0900
H -1.15030 -5.40235 2.40664 0.46 -0.06 -0.55 0.0873
H -1.34099 -3.01305 -2.18069 0.29 -0.50 0.27 0.0875
H -0.97490 -4.62107 -1.33070 -0.36 0.18 -0.51 0.0972
H 0.21322 -3.91043 -2.43898 0.11 -0.02 -0.47 0.0946
H 3.90013 -4.68983 -0.85124 0.01 0.26 -0.28 0.0885
H 3.05918 -6.17613 -1.34497 0.05 -0.20 -0.26 0.0911
H 3.15175 -5.70831 0.34585 -0.38 0.10 -0.10 0.0855
C -2.49684 0.16373 4.25177 0.76 0.19 1.51 -0.0169
N -1.03298 -0.12792 4.26034 -2.12 -0.02 -0.20 -0.1192
C -0.10598 0.48609 5.23888 -0.93 0.54 0.00 -0.0881
C 1.22603 0.19274 4.58668 1.56 0.59 0.34 -0.1216
N 0.88663 -0.60138 3.42866 0.71 -1.44 -1.04 0.0486
C -0.42387 -0.75181 3.25073 0.51 0.72 0.27 -0.6428
S -1.25093 -1.56091 1.94216 0.18 -0.10 1.02 0.8673
H -2.77004 0.56983 5.26254 0.26 -0.42 -1.03 0.1145
H -3.08815 -0.71235 4.04757 0.03 -0.50 0.12 0.0709
H -2.74229 0.87613 3.48976 0.04 0.61 -0.37 0.0766
H -0.19699 0.05240 6.23721 -0.15 -0.38 -0.22 0.1271
H -0.35432 1.56270 5.40025 0.33 -0.68 -0.57 0.1436
H 1.91363 -0.33651 5.28673 -0.45 0.29 -0.67 0.1421
H 1.73033 1.08917 4.19771 -0.05 -0.09 0.47 0.1294
H 1.60614 -1.08905 2.88717 -0.68 0.35 0.16 0.1587
```
Forces are in eV/Å.

HOMO energy	-10.23	eV
gap between HOMO and LUMO	7.59	eV
net charge	+1
E_LUMO	-2.6	eV
ΔE to the lowest compared entry with this formula, charge and spin	16.4	kcal/mol